88
Properties=species:S:1:pos:R:3:forces:R:3:mulliken_charge:R:1 method="wB97M-V/def2-TZVPD" total_charge=0 lumo_ev=0.277
N -4.1437 -5.9124 -2.8586 -0.0119 -0.4235 -0.3654 -0.4537
Si -4.9499 -4.4290 -2.9671 -0.1953 -0.0353 -0.3769 0.2576
O -4.8978 -3.5398 -1.6328 0.0970 0.2457 0.0655 -0.1013
Si -4.8241 -1.8727 -1.4632 -0.2922 0.1741 0.0558 0.1782
C -3.1198 -1.2684 -1.8854 0.2707 -0.0032 -0.0339 -0.5373
C -2.3333 -0.6531 -0.7123 0.2931 0.2844 -0.0487 0.1142
C -1.4876 -1.6550 0.0839 0.1076 -0.0604 -0.0220 -0.5969
O -1.3802 -1.3204 1.4629 0.3644 -0.0926 -0.2179 -0.5064
P -3.7933 -3.4093 -4.6862 0.1267 -0.1376 0.3927 0.1938
S -1.8728 -3.8890 -4.7019 -0.0530 -0.0796 -0.0402 -0.4292
H -3.2479 -5.9958 -3.3245 0.1221 0.0904 0.1983 0.2227
H -4.6948 -6.7387 -3.0390 0.0061 -0.0656 0.1359 0.2628
H -6.3427 -4.6199 -3.4358 0.0969 0.0248 0.0594 -0.1247
H -5.8121 -1.3217 -2.4452 0.0843 -0.0731 0.0853 -0.1115
H -5.2344 -1.5483 -0.0963 0.0077 -0.0258 0.0642 -0.1296
H -3.1694 -0.5243 -2.6892 -0.0513 -0.1361 0.0607 0.4336
H -2.5512 -2.1130 -2.3047 0.0176 0.1586 0.0103 0.2497
H -1.6869 0.1229 -1.1394 -0.0500 -0.0647 0.2376 0.2082
H -2.9954 -0.1614 0.0119 -0.0820 -0.0479 -0.1588 -0.0470
H -0.4485 -1.6718 -0.2686 -0.2697 -0.0483 -0.1206 0.2830
H -1.8919 -2.6709 -0.0506 -0.0100 0.0781 0.1438 0.2860
H -2.2609 -1.2053 1.8207 -0.4010 0.1448 0.1624 0.2817
H -4.0478 -2.0331 -4.7224 -0.0458 0.1484 -0.0127 0.0698
H -4.4878 -3.8335 -5.8242 -0.0900 0.0086 -0.2184 0.0817
C -2.5076 1.4810 2.7232 0.3113 -0.0132 -0.0971 0.7049
O -3.5042 0.7632 2.6931 -0.1144 0.0474 0.0393 -0.8062
N -2.0983 2.2186 1.6586 -0.0797 0.1377 0.1021 -0.2476
N -1.7144 1.5827 3.8265 0.0094 0.1668 0.0647 -0.3351
H -1.2647 2.7803 1.6857 0.1472 -0.0105 -0.0016 0.1816
H -2.6442 2.1742 0.8203 -0.0090 -0.0654 -0.0610 0.2223
H -1.9662 1.0576 4.6414 -0.0129 -0.0781 -0.0237 0.1985
H -0.8869 2.1548 3.8362 0.0318 -0.0327 -0.0526 0.1126
C 1.8695 2.7478 3.0812 0.3574 -0.2354 0.0831 0.5879
O 0.9532 3.4076 2.5884 -0.3164 0.0448 0.1723 -0.7034
N 1.9853 1.4056 2.9116 0.1550 -0.1011 -0.0183 -0.2464
N 2.8459 3.3131 3.8440 -0.0186 0.0819 -0.0889 -0.3127
H 2.7442 0.8800 3.3265 0.0107 -0.0450 -0.0351 0.1764
H 1.2929 0.9257 2.3640 -0.0704 0.0090 0.0214 0.1417
H 2.8310 4.3055 4.0004 0.0729 0.0087 0.0160 0.2391
H 3.5947 2.7809 4.2533 -0.0452 -0.0873 -0.0155 0.1582
C -0.1518 0.3364 -4.3823 0.0675 0.0341 0.0185 0.5379
O -1.1156 0.6032 -3.6825 -0.0662 -0.0216 0.0376 -0.6365
N 0.0795 -0.9082 -4.8892 0.0734 -0.0184 -0.0097 -0.2078
N 0.7784 1.2862 -4.7172 -0.0357 -0.0933 -0.0565 -0.4345
H 0.8753 -1.1043 -5.4708 0.0228 -0.0516 0.0410 0.1572
H -0.5552 -1.6563 -4.6486 -0.1151 0.1697 -0.0957 0.0190
H 0.6379 2.2115 -4.3601 -0.0077 0.0062 0.0121 0.2364
H 1.5881 1.0861 -5.2728 0.0185 -0.0032 0.0278 0.1564
C 0.8644 5.6394 6.2451 0.0224 0.0334 -0.0145 0.5971
O 2.0698 5.5874 6.4345 0.0305 0.0172 -0.0002 -0.6421
N 0.0250 6.3184 7.0884 0.0048 -0.0641 -0.0716 -0.3921
N 0.2805 5.0304 5.1749 0.0127 0.0302 0.2012 -0.2096
H -0.9653 6.3737 6.9497 -0.0075 -0.0054 0.0015 0.1589
H 0.4400 6.7746 7.8778 0.0140 0.0063 0.0097 0.2370
H 0.8931 4.5286 4.5590 -0.2801 -0.0412 -0.2087 -0.0037
H -0.6999 5.0610 4.9710 -0.0016 0.0360 -0.0112 0.1706
C 5.6393 0.5827 2.5321 -0.0281 -0.0009 -0.2023 0.5983
O 4.9945 0.2692 3.5303 -0.1578 0.0706 0.1676 -0.7065
N 6.9256 0.2028 2.3181 0.0128 0.0649 -0.0118 -0.3282
N 5.0999 1.3392 1.5387 -0.0658 0.0938 0.0613 -0.2265
H 7.3945 0.4960 1.4781 0.1074 -0.0841 -0.0673 0.2184
H 7.3816 -0.3780 2.9940 -0.0405 0.0099 0.0593 0.1934
H 4.1495 1.6231 1.6784 -0.1070 0.0999 -0.1626 0.1603
H 5.6050 1.6097 0.7114 0.0575 -0.1035 0.0092 0.2093
C -7.1655 0.2535 2.4262 0.1661 -0.0446 0.1970 0.5405
O -6.6234 -0.5182 1.6531 -0.1781 0.0683 -0.0285 -0.6126
N -8.5128 0.1877 2.6863 0.0055 0.0819 -0.0133 -0.4128
N -6.4769 1.2177 3.1066 0.0223 -0.0938 -0.2668 -0.3015
H -8.9785 0.7997 3.3273 -0.0119 0.0002 0.0068 0.1491
H -9.0362 -0.5206 2.2093 -0.0014 -0.0115 -0.0096 0.2277
H -5.4783 1.2521 2.9473 0.0616 -0.0852 0.0705 0.2901
H -6.9086 1.8491 3.7526 -0.0296 -0.0224 0.0027 0.1584
C 2.7911 -3.9639 -4.7594 0.0032 -0.1148 0.0227 0.6035
O 3.2600 -2.9129 -5.1696 0.0195 0.0620 -0.0168 -0.6536
N 3.5668 -5.0744 -4.5540 -0.0877 0.0635 0.0059 -0.3906
N 1.4649 -4.1049 -4.4843 0.1384 0.0086 -0.0447 -0.1472
H 3.2009 -5.9432 -4.2156 -0.0028 -0.0042 0.0065 0.1621
H 4.5446 -4.9946 -4.7549 0.0149 -0.0008 -0.0152 0.2258
H 0.9042 -3.2864 -4.6094 -0.1462 0.0327 0.0812 0.0702
H 1.0256 -4.9380 -4.1417 0.0697 -0.0336 0.0081 0.1538
C 8.0277 0.8929 -1.5215 -0.0313 -0.0134 -0.1198 0.6232
O 7.3830 1.2277 -0.5347 -0.0078 0.0464 0.1939 -0.7077
N 7.6373 -0.1393 -2.3173 0.0716 0.0391 0.0428 -0.3703
N 9.1712 1.5387 -1.8845 -0.0436 -0.0818 0.0058 -0.3968
H 8.1413 -0.4265 -3.1342 -0.0081 0.0059 -0.0189 0.1653
H 6.7919 -0.6191 -2.0695 -0.0233 0.0026 -0.0058 0.2133
H 9.4669 2.3072 -1.3128 -0.0046 0.0171 0.0092 0.2211
H 9.7126 1.2880 -2.6894 0.0010 0.0009 -0.0097 0.1695

36
Properties=species:S:1:pos:R:3:forces:R:3:mulliken_charge:R:1 method="wB97M-V/def2-TZVPD" total_charge=-1 multiplicity=6 lumo_ev="2.355 / -0.442" relative_energy_kcal_mol=0.0 s_squared=8.779
Pd 0.5254 -0.8638 -1.7304 0.1428 0.0817 0.0310 1.3362
S 2.2925 -3.4201 -6.2389 -0.0182 0.0002 0.0169 -0.3666
Sb 1.2795 -1.6839 -4.9862 0.0014 -0.0242 -0.0465 0.5153
S 2.3374 -1.9801 -2.9172 -0.0281 -0.0145 0.0218 -0.4850
S -1.1937 -2.4504 -2.5350 0.0007 0.0238 -0.0010 -0.0925
S -0.8026 -3.0344 -4.3675 0.0205 0.0023 -0.0104 -0.1317
F -2.0635 -0.9426 4.6837 0.0052 -0.0021 -0.0099 -0.3525
C -1.3641 -1.1898 3.5666 -0.0036 0.0002 0.0005 0.7877
C -1.8066 -0.7321 2.3398 0.0062 -0.0117 0.0059 -0.1703
F -2.9374 -0.0247 2.2603 -0.0069 -0.0015 -0.0003 -0.3758
C -1.0757 -0.9988 1.1990 -0.0071 -0.0065 0.0036 0.3831
F -1.5282 -0.5170 0.0212 -0.0040 0.0302 0.0178 -0.4569
C 0.1335 -1.7106 1.2068 0.0171 0.0233 -0.0043 0.6169
O 0.8701 -1.9124 0.1511 -0.0105 -0.0109 0.0027 -0.9201
C 0.5419 -2.1638 2.4748 -0.0052 -0.0043 0.0165 0.1388
F 1.6997 -2.8307 2.5847 0.0116 0.0091 -0.0064 -0.3840
C -0.1835 -1.9112 3.6210 0.0014 -0.0095 -0.0069 0.2977
F 0.2654 -2.3490 4.8059 -0.0029 -0.0043 0.0012 -0.3387
F -1.0897 1.3330 -2.1630 -0.0049 -0.0176 0.0125 -0.5436
As -0.6586 1.7743 -3.8077 -0.0699 -0.0419 -0.0642 1.9785
F -2.2248 2.4325 -4.0655 0.0140 0.0099 -0.0098 -0.4955
F -1.2040 0.1951 -4.3180 -0.0097 0.0453 -0.0303 -0.3899
F -0.1603 2.1255 -5.4193 0.0100 0.0191 0.0124 -0.4891
F 0.9188 1.0280 -3.4915 -0.0573 -0.0559 0.0489 -0.5203
F -0.0525 3.2853 -3.2419 0.0270 -0.0156 0.0410 -0.4988
Se 2.3070 0.4485 -0.3511 0.0206 -0.0172 -0.0155 -0.0078
C 1.2922 1.2647 1.0218 -0.0285 -0.0382 -0.0127 0.3636
C 0.1504 2.0095 0.7446 -0.0024 -0.0118 -0.0027 -0.1697
C -0.5599 2.5334 1.8149 -0.0045 0.0135 -0.0072 -0.5161
N -0.2299 2.3466 3.0918 -0.0017 -0.0030 -0.0009 -0.6012
C 0.8595 1.6216 3.3397 -0.0037 0.0085 0.0012 -0.4276
C 1.6614 1.0752 2.3511 -0.0043 0.0087 -0.0050 -0.3393
H -0.1920 2.1564 -0.2710 0.0001 0.0150 0.0018 0.4595
H -1.4537 3.1189 1.6316 -0.0019 0.0008 -0.0010 0.3964
H 1.1072 1.4697 4.3850 -0.0019 -0.0009 -0.0002 0.3958
H 2.5392 0.4971 2.6089 -0.0016 0.0001 -0.0004 0.4036

99
Properties=species:S:1:pos:R:3:forces:R:3:mulliken_charge:R:1 method="wB97M-V/def2-TZVPD" total_charge=+1 multiplicity=2 lumo_ev="-5.380 / -5.998" s_squared=0.755
Cd 1.8370 4.2503 -2.0693 0.6671 -1.0679 0.5032 1.1045
C 1.5416 -0.9451 4.9466 -1.2459 -2.3845 1.6588 0.4886
F 1.5892 0.0049 3.9492 0.5004 -1.0169 1.5808 -0.1666
F 1.9445 -2.1740 4.4053 0.0857 2.5707 0.7506 -0.2506
F 2.2892 -0.6414 6.0928 -0.7802 -0.1983 -3.1889 -0.2254
S -0.3194 -1.2478 5.6068 2.2603 2.4924 2.5612 0.8598
O -0.5593 0.0516 6.2712 0.3268 -2.5483 -0.9453 -0.6620
O -1.0496 -1.4940 4.3930 -0.1414 -0.3899 -0.2755 -0.4002
N -0.0568 -2.5312 6.7406 1.0952 3.9759 -1.9381 -0.4482
S -1.2148 -3.5104 6.4627 -3.3448 -0.2442 -0.1271 1.1873
O -2.5184 -2.8677 6.6813 1.2991 -1.3601 -0.0578 -0.6682
O -1.0089 -4.2067 5.2337 -0.2878 -1.2268 -0.5898 -0.6267
C -0.9572 -4.7492 7.8371 -1.3369 -0.2351 -0.6795 0.5155
F 0.3400 -5.0512 7.8845 -0.6936 -0.8129 0.0689 -0.2015
F -1.3272 -4.2243 8.9880 0.0993 -0.1216 0.2924 -0.1972
F -1.8094 -5.8557 7.6100 2.1516 1.6999 0.2730 -0.2212
C 0.6188 1.9067 0.9099 -0.5320 0.2528 -1.4319 -0.5518
C 0.6728 0.7695 -0.1878 0.2472 -1.0597 1.2135 1.9492
C -0.1497 -0.5349 0.2187 0.4486 1.8372 1.6563 -1.1560
C -1.6192 -0.3164 0.0746 0.0384 -0.7025 0.6869 -0.2561
C -1.9682 -0.0310 -1.3546 -0.3771 0.2305 1.0311 -0.8117
C -1.2821 1.2788 -1.8467 -0.5434 -2.1127 -1.9402 2.4548
N 0.1802 1.2769 -1.5259 2.4260 2.8832 -0.5259 0.5216
O 1.0163 2.2276 -2.1951 -3.1990 -3.8139 1.8990 0.6810
C -2.0053 2.3929 -1.2210 -0.1528 2.4661 1.5947 -1.6099
C -1.4848 1.3743 -3.3734 0.7053 -0.4668 -0.3911 -1.8790
C 2.1123 0.3098 -0.2309 0.5918 0.4461 -1.8631 -1.2925
H 1.1027 1.6085 1.8399 -0.8605 -0.4498 0.1163 0.1260
H -0.3930 2.3115 0.9324 -0.0288 -0.4638 1.0969 0.1127
H 1.1862 2.7984 0.6434 0.3018 -0.2816 -0.6235 -0.2527
H -0.0107 -0.5886 1.2985 0.4113 -0.0387 0.2358 0.1107
H 0.2773 -1.4881 -0.0932 0.0383 0.2388 -0.8379 0.6177
H -1.9155 0.4498 0.7910 -0.0094 0.4679 -0.2728 -0.2440
H -2.1624 -1.1613 0.4977 -0.1629 -0.2744 -0.4286 0.3438
H -3.0429 0.1413 -1.2970 -0.1155 0.0638 -0.8578 0.4710
H -1.7740 -0.9432 -1.9188 0.1411 0.2871 -0.5473 -0.0937
H -1.5489 3.3476 -1.4824 0.1280 0.2963 -0.5010 0.1275
H -1.9724 2.4325 -0.1322 -0.1488 -0.5182 0.0252 -0.0052
H -3.0616 2.4859 -1.4734 0.1482 -0.5199 -0.1505 0.2806
H -2.4679 1.0655 -3.7287 -0.4335 0.4950 0.6484 0.5240
H -0.8831 0.6496 -3.9218 0.5926 0.0312 0.2135 0.3005
H -1.2369 2.3685 -3.7453 -0.1172 0.0413 -0.0746 0.1545
H 2.4985 -0.1637 0.6717 -0.6800 0.2442 0.0019 -0.0813
H 2.7490 1.1503 -0.5071 0.2612 0.0231 0.2383 0.2373
H 2.2042 -0.3846 -1.0661 0.2072 -0.3674 0.1197 0.1396
O 1.8593 1.3319 -5.8518 0.2707 0.2159 0.0924 -0.6561
H 1.3415 2.1368 -5.8713 -0.1319 0.1314 -0.1140 0.2727
H 1.2250 0.6345 -6.0177 -0.3057 -0.3386 -0.2826 0.3309
O -2.3195 1.4247 3.5609 0.3708 0.4749 -0.3879 -0.6092
H -2.3350 0.4747 3.4452 0.0482 -0.5831 0.3726 0.3029
H -2.9447 1.7553 2.9159 -0.3922 0.0487 0.0057 0.2798
O -1.5396 -3.5267 -0.1670 0.1081 -0.2175 0.1738 -0.6442
H -1.5449 -4.3220 -0.6996 0.3182 -0.4273 -0.1496 0.2193
H -1.1285 -2.8667 -0.7252 -0.0186 0.1456 -0.2869 0.2842
O 0.5809 4.9434 -0.5117 -0.9692 0.8700 0.9662 -0.4858
H -0.3317 4.6961 -0.3625 -0.5001 -0.3347 0.0651 0.2570
H 0.7730 5.5792 0.1776 0.2454 0.3519 0.4210 0.2840
O -5.1737 -1.8672 1.0427 -0.4589 1.0078 0.1123 -0.6813
H -4.9959 -2.0587 0.1218 -0.0852 -0.1980 -0.0804 0.3480
H -4.6470 -2.5036 1.5262 0.3182 -0.3911 0.4248 0.4036
O -4.1060 -3.0152 -1.1058 -0.0458 0.0650 -0.7831 -0.5930
H -4.2660 -3.4162 -1.9601 -0.3033 -0.0780 -0.2722 0.2877
H -3.3496 -3.4870 -0.7572 0.2680 0.1080 0.3317 0.3078
O 3.2083 3.6621 -3.5816 0.7081 -0.1740 -0.6367 -0.5366
H 3.6055 2.8126 -3.3898 0.2447 -0.6466 0.1500 0.2681
H 3.4670 3.8497 -4.4839 0.0648 0.3451 -0.4265 0.3060
O 3.7399 2.5522 1.8789 -0.1645 0.7424 -0.6509 -0.6615
H 3.5384 1.7880 2.4188 -0.1797 -0.4862 0.4408 0.2815
H 4.5180 2.2973 1.3830 0.4220 -0.2305 0.0783 0.3398
O 3.4452 -2.8845 0.2511 0.0283 0.5311 -0.2867 -0.5216
H 3.4276 -3.7253 0.7082 0.1015 -0.2653 0.3515 0.2800
H 2.7945 -2.9760 -0.4449 -0.1944 -0.1243 -0.1213 0.2417
O 2.6216 -0.2346 -3.6959 0.0032 -0.3214 0.5435 -0.6706
H 2.1705 0.3667 -3.1032 -0.3749 0.3178 0.1075 0.2250
H 2.5982 0.2041 -4.5463 0.0473 0.2841 -0.3969 0.2717
O 0.4387 5.0266 -3.3129 -1.5243 0.9995 -1.5958 -0.5114
H 0.1686 4.5929 -4.1223 0.0158 -0.2593 -0.4754 0.3117
H -0.3455 5.4870 -3.0140 -0.2922 0.4405 0.2656 0.3075
O 4.8780 -1.1563 -2.4463 0.4804 0.0990 0.3315 -0.6349
H 4.5733 -1.8353 -1.8443 0.1538 -0.3042 0.2985 0.3417
H 4.0835 -0.6875 -2.7014 -0.2831 0.0148 -0.4891 0.3030
O -3.2164 -3.6449 2.1255 -0.4687 -0.0620 -0.1221 -0.6973
H -2.5094 -3.2901 2.6645 0.2729 0.0450 0.5715 0.3311
H -2.8089 -3.8137 1.2759 0.2328 -0.0165 0.0729 0.2833
O 4.4182 -0.7680 2.1945 -0.2015 0.5977 0.3344 -0.5743
H 3.9068 -0.9765 1.4127 0.0628 -0.6460 -0.2121 0.3958
H 5.1685 -0.2729 1.8655 0.4246 -0.0945 -0.0545 0.2591
O -1.9794 -2.0495 -5.0668 -0.2385 0.2853 -0.6187 -0.6654
H -1.4073 -2.6922 -4.6474 0.1631 0.1037 0.2043 0.3978
H -2.1853 -1.4227 -4.3733 -0.1201 -0.0149 0.2083 0.2955
O -0.4295 -3.2238 -3.0944 -0.1351 0.0912 0.3779 -0.6248
H 0.4722 -3.0671 -2.8140 0.3899 0.0987 -0.0945 0.2606
H -0.4089 -4.0933 -3.4942 0.0337 -0.4953 -0.0567 0.3326
O 3.1612 3.8146 -0.5130 1.2796 0.5870 -0.3090 -0.4397
H 3.0718 3.4970 0.3856 -0.2501 -0.9091 1.4011 0.2638
H 3.8573 4.4701 -0.4676 0.6321 0.1767 0.1516 0.3075
O -4.8335 3.4737 -3.1513 -0.0075 -0.1196 0.1177 -0.6085
H -3.9447 3.2564 -2.8702 0.1132 -0.0418 -0.0574 0.3386
H -4.7215 4.2077 -3.7553 -0.1581 0.2337 -0.2288 0.2880

22
Properties=species:S:1:pos:R:3:forces:R:3:mulliken_charge:R:1 method="wB97M-V/def2-TZVPD" total_charge=+2 multiplicity=6 lumo_ev="-8.535 / -11.430" relative_energy_kcal_mol=27.4 s_squared=8.785
Mn -0.3393 -0.2966 -0.1245 -2.3286 -2.6318 3.5644 0.1398
O -2.1065 -1.7056 -2.0928 3.9359 3.2446 3.5937 -0.0735
C -1.3956 -1.1278 -1.3629 -7.8355 -6.4407 -6.8991 0.4911
C -0.5207 1.4086 0.5747 -2.1091 10.4788 4.0181 0.4908
O -0.7034 2.4915 0.9727 1.0953 -5.5825 -1.9735 -0.1007
C 1.4073 -0.7152 0.3572 9.2379 -3.0867 2.1923 0.4780
O 2.4891 -1.0361 0.6021 -4.4220 1.4519 -0.8969 -0.0840
C 0.4271 0.5486 -1.5365 6.3578 6.7242 -9.2905 0.2837
O 1.0965 1.2281 -2.2097 -3.0424 -3.0950 3.2030 -0.0948
N -0.8134 -0.9189 1.6409 -0.2194 -0.4620 1.9331 -0.3643
C -0.8067 -1.0338 2.7984 -1.1103 -0.8780 0.0862 0.7385
C -1.0186 -1.3411 4.1382 -0.2139 -0.1615 0.3281 0.2328
C -0.4509 -2.5055 4.6740 0.5469 -0.3577 0.4898 -0.3267
C -0.6009 -2.7732 6.0316 -0.0333 0.0593 -0.4038 -0.6514
C -1.3796 -1.9156 6.8233 0.1189 0.0479 0.0234 -0.2423
C -2.0444 -0.8185 6.2560 -0.0149 0.0374 -0.3933 -0.6527
C -1.8939 -0.5524 4.8988 -0.1093 0.5392 0.5529 -0.3224
H 0.0943 -3.1746 4.0108 0.0991 0.1197 0.3320 0.4225
H -0.0985 -3.6386 6.4668 -0.2886 0.2400 -0.1246 0.4076
H -1.4742 -2.1098 7.8975 0.0236 0.0773 -0.4681 0.4078
H -2.6655 -0.1605 6.8661 0.1276 -0.3296 -0.1917 0.4070
H -2.4375 0.2511 4.4047 0.1843 0.0054 0.3246 0.4133

We obtain largest force on an atom values of 0.6; 0.2; 5.3; 13.1 eV/A for the records listed above, in that order.